Record 1
ORCA calculation (ωB97M-V with the def2-TZVPD basis set) on a 2-piece molecular cluster, C35H32N3OS overall.

Last column: Löwdin charge in e.
CARTESIAN COORDINATES (ANGSTROEM)
1 H 5.65868 -0.61787 -0.15859  0.09
2 C -2.39090 1.75732 -1.48608  -0.04
3 C -0.02315 1.84887 -1.00097  -0.07
4 S -1.56054 -2.89461 -2.23197  1.10
5 N 3.66112 -0.29279 0.35223  -0.07
6 C -1.94014 -2.83752 -3.94229  -0.46
7 H -3.43452 -1.39862 1.12917  0.10
8 H -3.84634 -1.33565 -0.62771  0.10
9 N -1.22127 2.00461 4.07722  -0.06
10 C -1.62124 -1.60549 -4.51958  -0.23
11 C -1.21616 3.87795 -1.52913  -0.07
12 H 1.53166 -4.93110 1.43836  0.11
13 C 0.89652 1.51415 3.39682  -0.09
14 H -2.67464 -2.22885 -7.70202  0.11
15 C 1.21713 -2.82524 1.04513  0.00
16 C 5.03035 0.18207 0.24323  0.01
17 H 5.42321 0.47943 1.23032  0.11
18 H -0.63867 -0.55498 1.18747  0.10
19 H 5.05825 1.06921 -0.40786  0.11
20 C 4.04058 -2.76191 0.57533  0.00
21 H 2.68959 1.60476 0.59904  0.16
22 C -1.90983 -1.35928 -5.87048  -0.01
23 H -3.29945 1.17251 -1.62540  0.12
24 H -3.47632 0.19465 0.27826  0.07
25 C 2.00192 -3.98401 1.16534  -0.06
26 C -0.04534 3.23133 -1.12831  -0.07
27 C -1.21278 -0.39158 -1.10065  -0.29
28 H 2.43506 2.38228 6.87996  0.11
29 C 1.44895 -0.25622 0.86823  -0.15
30 H 0.14356 0.97894 -3.34052  0.09
31 H -0.03985 2.81397 6.44106  0.11
32 C -0.04925 1.06060 2.37349  -0.09
33 H 3.83553 1.36567 5.08045  0.11
34 C -2.54538 -3.84668 -4.69676  -0.08
35 C -2.47656 -2.38580 -6.64177  -0.08
36 H 3.97886 -4.85973 1.05990  0.11
37 C 3.38769 -3.95030 0.93627  -0.06
38 C 1.85427 -1.64738 0.68650  -0.10
39 H -2.72676 1.43141 5.45183  0.11
40 C -1.19969 1.08796 -1.14183  -0.20
41 H -3.15390 2.76737 4.37983  0.10
42 C -2.38420 3.13253 -1.70900  -0.07
43 C 0.17593 0.13113 1.33644  0.08
44 H -2.30153 1.28205 2.38779  0.15
45 O -1.86118 -1.09686 -0.09408  -0.27
46 C 0.63142 2.39893 5.69114  0.00
47 H -2.79779 -4.78307 -4.19967  0.11
48 N -1.10711 -0.70999 -3.57434  -0.09
49 H -2.00056 3.02637 5.72759  0.09
50 H 5.11836 -2.69692 0.44880  0.11
51 C -2.33176 2.32820 4.95437  0.01
52 C 2.23325 1.24883 3.64200  -0.01
53 C -2.79731 -3.61654 -6.05754  -0.09
54 H 0.91620 1.33727 -0.79576  0.08
55 H -1.52650 1.31645 -3.92285  0.10
56 C 2.59995 0.51801 0.59435  -0.01
57 C -1.12294 -1.16859 -2.27525  -0.36
58 H -3.29681 3.61708 -2.04892  0.11
59 C -0.67858 0.62113 -3.96751  -0.01
60 H -3.24673 -4.40761 -6.65745  0.11
61 H -1.69582 -0.38413 -6.29957  0.10
62 H -0.31874 0.57387 -4.99975  0.09
63 C -3.26167 -0.87799 0.18148  -0.05
64 H -1.20766 4.95330 -1.72647  0.11
65 H 0.13755 -2.80531 1.22506  0.12
66 C 3.25122 -1.63013 0.42249  -0.15
67 C 2.77929 1.56715 4.89542  -0.06
68 H 0.87440 3.79684 -0.96432  0.11
69 C 1.99662 2.14173 5.91404  -0.05
70 C -1.33194 1.44595 2.84200  0.08
71 C 0.12452 2.08021 4.44323  -0.16
72 H 2.83985 0.80069 2.86278  0.09

Output
Orbital gap ... 4.87 eV
Relative energy (zero: lowest compared OMol25 entry of this formula, charge and spin) ... 0.266 eV
Charge ... +1
E_LUMO ... -4.125 eV

---

Record 2
ORCA calculation (ωB97M-V with the def2-TZVPD basis set) on C35H32N4NiP as an isolated structure.

Last column: Löwdin spin population.
CARTESIAN COORDINATES (ANGSTROEM)
1 C -1.38577 -3.11252 -0.64483  0.00
2 H -1.58331 -1.08839 -1.29157  0.00
3 C 2.78378 -2.59486 -2.39074  0.05
4 C 3.06189 -3.67609 -3.20524  0.00
5 C 4.28848 -2.11877 1.62044  0.06
6 C -1.37914 -1.74482 -0.45881  0.01
7 C 2.76451 -0.29668 1.97509  0.06
8 H -3.61018 1.24031 0.61196  0.00
9 H -0.32375 -4.05920 2.41130  0.00
10 H 2.54680 -1.62787 -2.81555  0.00
11 C 3.02671 -3.99462 -0.45725  0.05
12 H 3.62736 -5.75135 -3.29226  0.00
13 H -4.95312 0.87330 -0.50513  0.00
14 C 3.36447 -4.91592 -2.65533  0.05
15 C 1.75156 -0.54206 -0.64365  0.06
16 H -3.73532 -0.36993 -0.09885  0.00
17 C 0.28825 3.15108 -2.84208  0.01
18 H -2.28961 0.75850 5.29800  0.01
19 C -1.74654 0.36511 3.27282  0.01
20 C -2.00032 1.19902 4.35075  0.08
21 H 2.92656 -4.14500 0.60875  0.00
22 H -0.00450 6.47252 -3.35130  0.00
23 C -0.53274 5.42776 -1.56924  0.03
24 C -1.88832 2.58581 4.24326  0.00
25 H 2.85175 0.65464 3.87987  0.00
26 C -1.33686 0.89664 2.03639  0.05
27 Ni -0.50359 1.45863 -0.54234  0.10
28 C -0.06233 5.51436 -2.84939  0.02
29 H -2.06441 3.21154 5.10969  0.00
30 N -1.03548 0.22871 0.88484  0.05
31 C 3.26805 -0.12176 3.24846  -0.01
32 H -3.32010 0.67447 -4.01114  0.00
33 C 0.91611 0.28430 -1.01480  0.22
34 H -4.68670 2.84721 -1.87549  0.00
35 H 3.04742 -3.55713 -4.28234  0.00
36 H -3.31494 3.29577 -2.92180  0.00
37 H -1.66845 -3.51902 -1.60922  0.00
38 H -3.22869 3.59514 -1.18173  0.00
39 C -0.58446 4.16795 -0.92248  0.04
40 H 0.60318 2.23059 -3.31962  0.00
41 H -1.02922 -5.04022 0.24238  0.00
42 H 4.74352 -2.85836 0.97782  0.00
43 N -0.15390 3.03430 -1.58988  0.08
44 C -1.57979 3.15344 3.02326  0.07
45 H -3.51391 -0.72864 -2.95412  0.00
46 C -3.59836 2.90590 -1.94244  0.00
47 C -3.70523 0.34135 -3.04643  0.01
48 C 3.30384 -5.07419 -1.27716  0.00
49 C 2.61294 -1.52679 -0.16588  0.29
50 C 2.82291 -2.71228 -0.99123  0.02
51 H -4.78201 0.52032 -3.00566  0.00
52 H 0.73044 4.38717 -4.52783  0.00
53 H 5.59740 -2.57161 3.24921  0.00
54 H -0.87012 6.29706 -1.02242  0.00
55 H 1.99254 0.36597 1.60360  0.00
56 N -1.08637 2.74853 0.65581  0.27
57 C -1.02766 -3.96743 0.39048  0.00
58 C -3.89877 0.69131 -0.28490  0.00
59 H 4.68200 -0.80411 4.72142  0.01
60 N -1.04488 4.03489 0.32133  0.11
61 C 3.22094 -1.33613 1.14050  0.01
62 H -0.27750 -1.65288 2.73144  0.00
63 C 4.79526 -1.93425 2.89505  -0.01
64 C 4.27937 -0.94859 3.72634  0.07
65 P -2.83754 1.24772 -1.68040  0.02
66 C -1.03662 -1.16202 0.77503  0.01
67 C -0.64539 -3.41447 1.60064  0.00
68 H 3.46916 -6.05266 -0.84134  0.00
69 C -1.32683 2.32736 1.92128  -0.01
70 C -0.65195 -2.04155 1.79765  0.00
71 H -1.87024 -0.69957 3.39487  0.00
72 H -1.54592 4.22467 2.87791  0.01
73 C 0.35363 4.34838 -3.51577  0.05

Output
Orbital gap (spin up / spin down) ... 6.02 / 5.98 eV
2S+1 ... 3
Charge ... -1
E_LUMO (spin up / spin down) ... 2.840 / 2.120 eV

---

Record 3
ORCA calculation (ωB97M-V with the def2-TZVPD basis set) on C35H32N7O6SSbSe4Tc as an isolated structure.

Last column: Löwdin charge in e.
CARTESIAN COORDINATES (ANGSTROEM)
1 H 3.92723 -5.13707 -0.26053  0.11
2 C 4.24887 3.56443 2.71614  0.01
3 C -3.43562 3.81649 -4.25651  -0.05
4 C 5.05033 2.89641 3.64914  -0.28
5 H -0.32829 -4.74610 0.14944  0.11
6 O 6.32705 2.66298 3.26357  -0.07
7 C 7.18995 2.03855 4.20070  -0.07
8 N 0.97173 3.42516 4.55903  0.08
9 H 3.85152 -7.22824 1.02527  0.13
10 C 1.72189 -7.18533 1.27200  -0.23
11 H 2.75210 2.50638 6.09793  0.12
12 Se 1.53235 0.16825 -7.58520  0.04
13 H -6.05095 2.08768 0.05289  0.12
14 H -0.84672 3.27962 -0.65799  0.12
15 C 2.93922 -6.68505 0.82334  -0.01
16 C 3.18283 2.78734 5.14596  -0.02
17 C -1.54179 2.54895 -3.49919  -0.14
18 H -5.60937 0.65458 -3.46847  0.14
19 H 0.85935 0.68735 4.37144  0.12
20 H -4.35295 -0.39182 -2.82429  0.12
21 H -6.37637 2.57680 -1.63408  0.11
22 H -1.39282 4.43360 -4.49678  0.12
23 H 7.29766 2.64495 5.10268  0.10
24 H 2.37626 -2.00854 1.41594  0.10
25 Se -0.79063 -0.51394 -4.08338  0.27
26 Tc -1.40680 0.04084 -2.01787  1.29
27 C 2.51085 -1.69749 -1.74838  -0.14
28 H 2.31188 4.31720 2.25910  0.11
29 H -7.37889 0.38235 -1.98504  0.11
30 H -0.39797 -6.87893 1.36226  0.13
31 C -6.63295 -0.07993 -1.34311  0.01
32 H -4.75806 0.30647 -0.68955  0.08
33 O 0.04871 0.98839 -1.35640  -0.25
34 C 1.83825 -1.10394 1.67980  -0.11
35 C 0.63380 1.26533 2.29739  -0.09
36 C 2.98076 -5.49970 0.11198  0.00
37 C 1.67683 -8.41873 2.01464  -0.18
38 O -2.69652 -1.31594 -1.51650  -0.48
39 H -6.40398 -1.08561 -1.68757  0.11
40 C 0.54639 -6.48850 1.01103  -0.01
41 H -0.89582 4.23371 1.65301  0.12
42 C 0.10273 2.57338 2.51111  -0.20
43 C -0.45304 3.26358 1.47294  -0.01
44 C 2.91474 3.77763 2.97373  -0.02
45 H 6.82400 1.04396 4.46890  0.10
46 Se -2.55365 -0.88125 -7.94437  0.01
47 C 1.63651 -0.78038 3.04080  -0.02
48 N 0.01233 3.20010 3.81261  0.08
49 Sb -0.46806 -0.80348 -6.90390  -0.04
50 H -6.98189 -0.11389 -0.31468  0.11
51 C 0.58730 -5.29516 0.31490  0.00
52 H 5.13527 2.06968 5.64117  0.10
53 Se -0.18029 -2.56476 -5.01947  0.19
54 C -2.38447 1.54819 -3.01272  -0.30
55 H -4.72148 2.68588 -0.97387  0.10
56 O -2.60677 0.80045 -0.43382  -0.40
57 C 2.95016 -2.76539 -1.04262  -0.07
58 C 0.81508 -2.96432 -1.49143  -0.19
59 C -4.76851 0.61394 -2.77394  -0.08
60 O -4.07408 -0.88008 0.54139  -0.25
61 N -5.38510 0.73279 -1.39343  -0.19
62 C -5.65276 2.12703 -0.95764  0.02
63 H -0.46446 2.44642 -3.42355  0.10
64 C -0.41087 2.73217 0.16932  -0.01
65 N 1.39459 -0.38572 0.68778  0.15
66 C 2.36383 3.33833 4.18018  -0.27
67 O -1.63114 -1.19703 0.71332  -0.24
68 H -0.16482 -3.40895 -1.55644  0.12
69 C 1.80538 -4.80273 -0.14084  -0.18
70 H 4.70162 3.90459 1.79556  0.12
71 C -2.06489 3.67952 -4.11146  -0.05
72 H 1.94306 -1.47065 3.81315  0.11
73 C -3.76982 1.67578 -3.15100  -0.24
74 N 1.17400 -1.83510 -2.04155  -0.02
75 C 4.52503 2.53567 4.88371  -0.01
76 C -4.26641 2.81281 -3.78894  -0.04
77 C 0.75779 0.77346 0.98438  -0.17
78 H 8.15434 1.95028 3.70856  0.10
79 H 3.07524 -0.84480 -2.08167  0.11
80 H 3.91805 -2.99489 -0.64040  0.12
81 N 1.63690 -9.39757 2.61038  0.17
82 C 1.03884 0.40261 3.34448  0.01
83 H -5.33493 2.89765 -3.94967  0.12
84 C 0.15471 1.52037 -0.05777  -0.26
85 S -2.75770 -0.67046 0.01639  0.42
86 H -3.85421 4.68171 -4.74871  0.12
87 N 1.84858 -3.58036 -0.85472  -0.01

Output
Orbital gap ... 4.48 eV
Relative energy (zero: lowest compared OMol25 entry of this formula, charge and spin) ... 3.167 eV
Charge ... +1
E_LUMO ... -5.443 eV

---

> charge of number 3 (C35H32N7O6SSbSe4Tc)?

+1

---

> What is the charge in the first record?

+1

---

> The lowest charge belongs to which entry?

C35H32N4NiP